Entry 1:
Formula: C3H9NP2
Source: the OMol25 dataset
Level of theory: ωB97M-V with the def2-TZVPD basis set

Energy: -856.9472 a.u.
Relative energy (zero: lowest compared OMol25 entry of this formula, charge and spin): 5.359 eV
Max |F|: 2.97 eV Å⁻¹
Lowest unoccupied orbital energy (spin up / spin down): -0.53 / -1.58 eV
Frontier orbital gap (spin up / spin down): 7.4 / 5.7 eV
Charge: 0

Each line ends with the natural charge from an NBO analysis.
Element x y z (Å)
1 P 0.16 -0.37 1.93  0.79
2 P -0.58 -0.44 -1.10  1.37
3 N 0.40 -0.10 0.24  -1.28
4 C 0.76 1.08 2.77  -0.72
5 C 0.24 -1.50 -2.24  -0.69
6 C -1.52 0.96 -1.70  -1.02
7 H 0.00 -1.63 -3.31  0.24
8 H -0.73 1.55 -2.14  0.19
9 H 1.02 1.01 3.85  0.22
10 H 1.10 0.54 -0.04  0.40
11 H 1.48 -1.07 2.25  -0.05
12 H -2.06 1.38 -0.78  0.21
13 H 0.40 2.02 2.36  0.20
14 H -1.52 -1.18 -0.42  -0.07
15 H 0.86 -2.25 -1.67  0.21

Entry 2:
Formula: C4H7NO2
Source: the OMol25 dataset
Level of theory: ωB97M-V with the def2-TZVPD basis set

Energy: -361.7014 a.u.
SMILES string: C/C(=N\O)[C@H]1CO1
Relative energy (zero: lowest compared OMol25 entry of this formula, charge and spin): 4.882 eV
Max |F|: 1.58 eV Å⁻¹
Lowest unoccupied orbital energy: 0.87 eV
Frontier orbital gap: 10.6 eV
Charge: 0

Each line ends with the natural charge from an NBO analysis.
Element x y z (Å)
1 O 0.06 -2.24 0.48  -0.55
2 O -1.07 2.06 -0.51  -0.49
3 N -0.31 -1.06 -0.08  -0.14
4 C 0.34 0.00 0.25  0.18
5 C -1.51 0.69 -1.11  -0.09
6 C 1.46 0.10 1.22  -0.68
7 C -0.17 1.03 -0.72  0.01
8 H -2.20 0.28 -0.39  0.20
9 H 1.16 -0.35 2.17  0.24
10 H 1.76 1.14 1.39  0.23
11 H 0.53 1.25 -1.53  0.18
12 H 2.33 -0.47 0.86  0.24
13 H -1.72 0.38 -2.14  0.20
14 H -0.64 -2.81 0.13  0.48